C18H39F3N3O8PS2 | ωB97M-V with the def2-TZVPD basis set

Cartesian coordinates (Å):
N1 -0.24 1.46 4.33
C1 -0.06 1.41 2.88
C2 -1.11 0.33 2.43
C3 -0.63 -1.15 2.68
C4 -0.49 -1.98 1.37
C5 0.42 -1.34 0.32
O1 0.23 -1.92 -1.00
C6 0.46 -0.89 -1.89
O2 1.41 -0.83 -2.55
O3 1.26 0.98 2.51
S1 1.91 1.83 1.30
O4 2.18 1.08 0.12
O5 3.11 2.52 1.62
O6 0.60 2.78 1.08
C7 -0.21 2.83 2.28
C8 -1.65 3.39 2.14
C9 -2.40 2.98 0.86
C10 -2.00 3.73 -0.41
F1 -1.06 3.11 -1.11
F2 -3.08 3.74 -1.23
F3 -1.69 5.01 -0.21
P1 0.68 4.25 3.24
S2 2.13 3.73 4.41
H1 -1.13 1.89 4.56
H2 -0.14 0.54 4.74
H3 -2.03 0.49 3.02
H4 -1.40 0.38 1.37
H5 -1.42 -1.66 3.26
H6 0.28 -1.16 3.29
H7 -0.04 -2.95 1.62
H8 -1.48 -2.23 0.94
H9 1.46 -1.42 0.68
H10 0.21 -0.26 0.21
H11 -0.28 -0.06 -1.98
H12 -2.19 3.14 3.07
H13 -1.56 4.49 2.13
H14 -3.47 3.22 1.03
H15 -2.37 1.91 0.62
H16 1.11 5.18 2.25
H17 -0.36 4.85 3.99
C11 -4.06 -2.19 -3.71
O7 -3.03 -1.23 -3.59
C12 -3.43 0.11 -3.83
C13 -4.11 0.80 -2.63
C14 -5.55 0.36 -2.40
N2 -3.35 0.60 -1.39
H18 -4.77 -1.93 -4.50
H19 -4.58 -2.33 -2.76
H20 -3.59 -3.14 -3.97
H21 -2.51 0.66 -4.05
H22 -4.06 0.17 -4.73
H23 -4.13 1.87 -2.84
H24 -5.62 -0.63 -1.94
H25 -6.06 1.06 -1.74
H26 -6.11 0.33 -3.34
H27 -2.42 0.98 -1.52
H28 -3.18 -0.41 -1.30
C15 7.08 -2.80 -0.44
O8 6.18 -1.75 -0.70
C16 5.06 -2.10 -1.51
C17 3.91 -2.78 -0.74
C18 4.19 -4.24 -0.40
N3 3.58 -2.06 0.49
H29 7.16 -3.49 -1.29
H30 6.79 -3.35 0.46
H31 8.06 -2.37 -0.25
H32 4.68 -1.16 -1.91
H33 5.38 -2.71 -2.37
H34 3.03 -2.76 -1.39
H35 4.88 -4.35 0.44
H36 3.26 -4.74 -0.11
H37 4.60 -4.78 -1.25
H38 3.30 -1.11 0.24
H39 4.45 -1.92 1.01

Computed properties:
structure (SMILES) = N[C@]1(CCCCOC=O)OS(=O)(=O)O[C@]1(CCC(F)(F)F)[PH2]=S.COC[C@@H](C)N.COC[C@@H](C)N

C3H11N5 | ωB97M-V with the def2-TZVPD basis set

Cartesian coordinates (Å):
C1 0.38 0.52 2.46
N1 0.63 0.02 1.10
C2 0.57 1.08 0.06
N2 1.71 1.67 -0.15
H1 1.58 -0.36 1.04
H2 1.60 2.54 -0.66
H3 -0.40 1.59 0.13
H4 0.50 -0.29 3.17
H5 -0.65 0.89 2.51
H6 1.07 1.33 2.70
C3 -0.99 -1.37 -1.01
N3 -1.64 -1.70 -2.18
N4 0.10 -0.07 -1.41
N5 -0.99 -1.79 0.13
H7 -2.47 -2.26 -2.03
H8 -1.76 -0.96 -2.86
H9 -0.14 0.52 -2.20
H10 1.04 -0.44 -1.58
H11 -0.16 -0.91 0.80

Computed properties:
energy relative to the best compared isomer or geometry (same formula, charge and spin) = 281.40 kJ/mol

no.,gap between HOMO and LUMO (eV),largest force on an atom (Eh/bohr)
1,8.584,0.059
2,9.003,0.038